ORCA calculation (ωB97M-V/def2-TZVPD) on a molecular structure, C4H7N2 at a distorted geometry.

The geometry in XYZ format:
```
13
Properties=species:S:1:pos:R:3:forces:R:3
C 1.50604 -0.69952 0.31554 -6.1718 2.7439 -4.7993
C -1.08932 0.72489 0.00509 -0.3973 -1.9604 1.0351
C -1.08839 -0.91207 0.15948 0.3499 1.0405 2.3583
C 0.27199 0.54900 -0.72152 -0.9684 0.6676 1.5600
N 0.20123 -0.92819 -0.60738 4.4105 0.3988 2.1949
N 1.50746 0.58608 0.07358 -0.1924 -2.0256 0.7185
H 2.07140 -1.34475 0.83653 2.1525 -2.1435 1.8508
H -1.92436 1.15573 -0.50119 -0.2570 -0.3192 -1.7688
H -1.27271 1.36000 0.86814 1.2941 -0.3541 0.8175
H -0.96437 -1.34139 1.24176 -0.3411 0.9667 -2.0130
H -1.84357 -1.49932 -0.34728 -0.1385 0.2457 -0.1618
H 0.41790 1.07077 -1.61299 0.0674 0.3868 -1.8046
H 2.20670 1.27879 0.29024 0.1920 0.3528 0.0124
```
Forces are in eV/Å.

Summary:
HOMO level = -15.2 eV
net charge = +1
multiplicity = 1
LUMO level = -5.24 eV
E_tot = -265.73838 hartree